(1)
2 unconnected molecules or ions with the total composition C4H11NO3. Source: the OMol25 dataset; level of theory: the ωB97M-V functional and the def2-TZVPD basis.

Each line ends with the natural charge from an NBO analysis.
Element x y z (Å)
C (-0.74235, 0.83927, 1.05346)  0.09
C (-0.17052, -0.13188, -1.37500)  -0.04
C (0.02220, -2.04987, 1.19165)  -0.26
C (-0.15587, 1.21940, -2.00385)  -0.69
N (0.59775, 0.17491, 0.51546)  0.22
O (0.99130, -0.99436, 1.23158)  -0.41
O (-1.66674, 0.31184, 0.28866)  -0.80
O (1.73139, 0.98891, 0.58577)  -0.56
H (2.07220, 0.89958, 1.49248)  0.48
H (-0.77909, 0.58975, 2.12921)  0.14
H (-0.52434, 1.91590, 0.92366)  0.13
H (0.72962, -0.71665, -1.53075)  0.18
H (-1.06269, -0.72282, -1.51374)  0.23
H (-0.94632, -1.73156, 1.57434)  0.21
H (-0.10245, -2.42365, 0.17360)  0.18
H (0.45087, -2.82679, 1.82331)  0.20
H (-1.07483, 1.76019, -1.79129)  0.24
H (-0.07010, 1.08782, -3.09006)  0.23
H (0.69999, 1.81001, -1.67850)  0.23

Cartesian forces (eV/Å) of the 2 atoms listed first:
-0.1397 -0.4556 -0.4969
1.0375 -0.0366 0.4074

Summary:
Lowest unoccupied orbital energy (eV): 0.4
Energy above the lowest of the compared OMol25 structures with the same formula, charge and spin (kcal/mol): 180.8
Multiplicity: 1
Energy (eV): -11952.271
Gap between HOMO and LUMO (eV): 8.66


(2)
2 unconnected molecules or ions with the total composition C4H11NO3. Source: the OMol25 dataset; level of theory: the ωB97M-V functional and the def2-TZVPD basis.

Each line ends with the natural charge from an NBO analysis.
Element x y z (Å)
C (-1.01670, -0.18717, -1.78500)  -0.65
C (0.00903, -0.71190, -0.79243)  0.09
O (1.21913, -0.00175, -0.89917)  -0.71
C (-0.63472, -0.74832, 0.59902)  -0.26
N (0.19080, -1.34003, 1.63880)  -0.62
C (1.39631, -0.80415, 2.01169)  0.55
O (1.63649, 0.37839, 1.99902)  -0.61
H (-1.82063, -0.90149, -2.01647)  0.21
H (-0.63789, 0.19541, -2.72684)  0.23
H (-1.63802, 0.56735, -1.28392)  0.21
H (0.29432, -1.73771, -1.03760)  0.17
H (1.08766, 0.93459, -0.72114)  0.47
H (-0.99836, 0.23220, 0.92093)  0.21
H (-1.56689, -1.30557, 0.47427)  0.21
H (0.19813, -2.35089, 1.58113)  0.38
H (2.09183, -1.55240, 2.41770)  0.11
O (-0.19921, 2.93740, -0.37391)  -0.95
H (0.03313, 3.87606, -0.30347)  0.48
H (0.35560, 2.51998, 0.29738)  0.47

Cartesian forces (eV/Å) of the 2 atoms listed first:
-1.6961 -0.0834 0.4037
-0.2056 0.0081 -0.4933

Summary:
Lowest unoccupied orbital energy (eV): 0.8
Energy above the lowest of the compared OMol25 structures with the same formula, charge and spin (kcal/mol): 28.0
Multiplicity: 1
Energy (eV): -11958.895
SMILES: C[C@@H](O)CNC=O.O
Gap between HOMO and LUMO (eV): 10.28


(3)
2 unconnected molecules or ions with the total composition C4H11NO3. Source: the OMol25 dataset; level of theory: the ωB97M-V functional and the def2-TZVPD basis.

Each line ends with the natural charge from an NBO analysis.
Element x y z (Å)
C (0.24784, 0.35755, -1.54379)  -0.43
N (-0.46579, 0.72103, -0.26752)  -0.66
C (-0.05319, -0.04374, 0.90890)  -0.19
C (0.47379, -1.48622, 0.77915)  0.42
O (0.28304, -2.13964, -0.21543)  -0.51
C (1.09670, 0.72489, 1.64364)  -0.08
O (0.75364, 0.90350, 3.01723)  -0.72
H (1.34096, 0.44961, -1.19306)  0.18
H (0.08727, -0.66817, -1.85049)  0.20
H (0.00064, 1.08719, -2.26326)  0.21
H (-1.47121, 0.96887, -0.33721)  0.38
H (-0.87225, -0.00794, 1.63160)  0.24
H (0.79968, -1.89228, 1.70465)  0.11
H (1.05388, 1.79057, 1.37716)  0.22
H (2.04788, 0.23947, 1.47050)  0.16
H (0.85821, 0.10349, 3.54829)  0.46
O (-2.23412, -0.09958, -3.05974)  -0.93
H (-1.91737, 0.02439, -2.15709)  0.46
H (-2.02962, -1.03299, -3.19349)  0.47

Cartesian forces (eV/Å) of the 2 atoms listed first:
1.5286 0.1924 3.2102
-0.4696 -0.8295 -0.9371

Summary:
Lowest unoccupied orbital energy (eV): 0.6
Energy above the lowest of the compared OMol25 structures with the same formula, charge and spin (kcal/mol): 73.9
Multiplicity: 1
Energy (eV): -11956.907
SMILES: CN[C@@H](C=O)CO.O
Gap between HOMO and LUMO (eV): 9.34


(4)
2 unconnected molecules or ions with the total composition C4H11NO3. Source: the OMol25 dataset; level of theory: the ωB97M-V functional and the def2-TZVPD basis.

Each line ends with the natural charge from an NBO analysis.
Element x y z (Å)
N (0.02620, -0.68346, -1.18960)  -0.83
C (-0.52105, -0.33519, 0.12339)  -0.06
C (0.48499, -0.50927, 1.25329)  -0.07
O (1.09858, -1.78472, 1.17743)  -0.74
C (-0.94147, 1.16205, 0.08568)  -0.51
C (-2.41608, 1.24071, -0.18195)  0.44
O (-2.88720, 1.32725, -1.27793)  -0.51
H (0.61988, -1.51098, -1.15057)  0.37
H (0.56849, 0.08858, -1.56434)  0.35
H (-1.44282, -0.90973, 0.22096)  0.19
H (0.02737, -0.38263, 2.23688)  0.17
H (1.27996, 0.23117, 1.13476)  0.17
H (2.03852, -1.70850, 0.93743)  0.49
H (-0.71413, 1.58203, 1.07822)  0.21
H (-0.37088, 1.69362, -0.67083)  0.22
H (-3.06896, 1.16196, 0.70818)  0.10
O (3.43768, -0.11602, -0.03028)  -0.95
H (3.97078, 0.55691, 0.40984)  0.48
H (4.04827, -0.43146, -0.71103)  0.48

Cartesian forces (eV/Å) of the 2 atoms listed first:
0.0589 0.0250 -0.0821
0.2060 0.8146 -0.8943

Summary:
Lowest unoccupied orbital energy (eV): 0.2
Energy above the lowest of the compared OMol25 structures with the same formula, charge and spin (kcal/mol): 44.5
Multiplicity: 1
Energy (eV): -11958.179
SMILES: N[C@@H](CO)CC=O.O
Gap between HOMO and LUMO (eV): 9.29


(5)
2 unconnected molecules or ions with the total composition C4H11NO3. Source: the OMol25 dataset; level of theory: the ωB97M-V functional and the def2-TZVPD basis.

Each line ends with the natural charge from an NBO analysis.
Element x y z (Å)
C (-0.19818, -1.16662, -0.14197)  -0.24
C (-1.65392, -1.05561, -0.60837)  -0.56
C (-1.80595, 0.20543, -1.44792)  0.42
O (-2.70647, 1.04353, -1.35386)  -0.46
N (0.36938, 0.11920, 0.65489)  -0.24
C (1.91036, 0.04303, 0.76745)  0.05
O (2.26631, -1.08566, 1.67807)  -0.65
H (0.66005, -1.27441, -0.91058)  0.25
H (-0.20818, -1.94201, 0.64640)  0.29
H (-1.53141, -1.83989, -1.47686)  0.29
H (-2.55791, -1.15049, 0.10576)  0.29
H (-0.83157, 0.33567, -2.13242)  0.13
H (-0.16636, 0.37107, 1.51467)  0.43
H (2.11005, 0.93728, 1.35182)  0.22
H (2.46649, -0.18831, -0.12137)  0.25
H (2.22844, -0.86755, 2.60777)  0.50
H (-0.72540, 2.92620, -0.59594)  0.49
H (0.18160, 1.83069, -0.08511)  0.42
O (0.19265, 2.75843, -0.45245)  -0.87

Cartesian forces (eV/Å) of the 2 atoms listed first:
1.1250 2.1882 1.1230
-0.1879 -0.4520 -2.1039

Summary:
Lowest unoccupied orbital energy (spin up / spin down) (eV): -3.6 / -9.0
Expectation value of S²: 0.757
Energy above the lowest of the compared OMol25 structures with the same formula, charge and spin (kcal/mol): 86.7
Total charge: +1
Multiplicity: 2
Energy (eV): -11947.282
Gap between HOMO and LUMO (spin up / spin down) (eV): 10.75 / 5.19


(6)
2 unconnected molecules or ions with the total composition C4H11NO4S. Source: the OMol25 dataset; level of theory: the ωB97M-V functional and the def2-TZVPD basis.

Each line ends with the natural charge from an NBO analysis.
Element x y z (Å)
C (-1.73572, 0.61218, 1.34276)  -0.73
C (3.63640, -0.38693, -0.05932)  -0.26
C (-0.11428, 0.44069, -1.09643)  -0.56
C (-2.01930, -0.26461, 0.19908)  0.35
N (-3.08986, -0.05324, -0.70643)  -0.85
O (1.23127, 1.22863, 0.92183)  -0.93
O (0.83140, -1.15284, 0.58597)  -0.97
O (-1.61472, -1.51007, 0.14323)  -0.71
O (2.43262, -0.06841, -0.83032)  -0.72
S (1.04040, 0.13692, 0.03875)  2.35
H (-2.63976, 0.69985, 1.93358)  0.23
H (-0.68935, 0.54906, 1.71000)  0.26
H (-1.56093, 1.72517, 1.06815)  0.20
H (3.56783, -1.28802, 0.40582)  0.19
H (3.98106, 0.33671, 0.65778)  0.20
H (4.22975, -0.65731, -0.92064)  0.21
H (0.00074, -0.29491, -1.90551)  0.23
H (-0.38488, 1.46563, -1.45977)  0.24
H (-3.18639, -0.74951, -1.44931)  0.39
H (-3.20713, 0.91137, -1.11626)  0.36
H (-0.70913, -1.68039, 0.53706)  0.52

Cartesian forces (eV/Å) of the 2 atoms listed first:
0.6109 2.6696 -1.2381
-0.4378 0.8691 -2.4530

Summary:
Lowest unoccupied orbital energy (spin up / spin down) (eV): 0.7 / -2.1
Expectation value of S²: 2.006
Energy above the lowest of the compared OMol25 structures with the same formula, charge and spin (kcal/mol): 0.0
Multiplicity: 3
Energy (eV): -24835.308
Gap between HOMO and LUMO (spin up / spin down) (eV): 5.55 / 7.79


no.,molecular weight (g mol⁻¹)
1,121.14
2,121.14
3,121.14
4,121.14
5,121.14
6,169.20